No. 1
{
  "formula": "C5H10O",
  "method": "wB97M-V/def2-TZVPD",
  "lumo_ev": 0.840,
  "e_homo_ha": -0.31901,
  "homo_lumo_gap_ev": 9.5,
  "charge": 0,
  "max_force_ev_per_a": 3.3,
  "de_lowest_kj_mol": 487.01,
  "e_tot_ha": -271.56713,
  "elements": ["O", "C", "C", "C", "C", "C", "H", "H", "H", "H", "H", "H", "H", "H", "H", "H"],
  "positions_angstrom": [[1.74, 0.16, 1.54], [1.62, -0.42, 0.31], [0.27, -0.56, -0.27], [-1.11, -0.74, 0.43], [-1.71, 0.37, -0.47], [-0.18, 0.83, -0.68], [0.97, 0.74, 1.68], [1.99, 0.60, -0.92], [2.34, -1.23, 0.23], [0.34, -1.22, -1.15], [-1.08, -0.45, 1.49], [-1.52, -1.74, 0.34], [-2.20, -0.04, -1.35], [-2.40, 1.06, 0.03], [-0.01, 1.55, 0.14], [0.95, 1.11, -1.36]]
}


No. 2
{
  "formula": "C5H6N2O3",
  "method": "wB97M-V/def2-TZVPD",
  "lumo_ev": 0.372,
  "smiles": "O=C(O)c1cc(CO)n[nH]1",
  "e_homo_ha": -0.36864,
  "homo_lumo_gap_ev": 10.4,
  "charge": 0,
  "max_force_ev_per_a": 15.4,
  "de_lowest_kj_mol": 262.59,
  "e_tot_ha": -529.27074,
  "elements": ["O", "C", "O", "C", "C", "C", "C", "O", "N", "N", "H", "H", "H", "H", "H", "H"],
  "positions_angstrom": [[1.89, 0.09, -2.61], [0.77, 0.36, -2.12], [-0.24, 0.89, -2.84], [0.34, 0.01, -0.68], [-0.89, 0.07, -0.07], [-0.58, -0.42, 1.20], [-1.50, -0.52, 2.44], [-1.48, 0.70, 3.21], [0.67, -0.84, 1.25], [1.26, -0.63, 0.06], [-0.07, 1.19, -3.66], [-1.72, 0.66, -0.46], [-2.43, -0.56, 2.10], [-1.02, -1.42, 2.95], [-0.37, 0.77, 3.44], [1.98, -0.83, -0.33]]
}


No. 3
{
  "formula": "H4O2Sn",
  "method": "wB97M-V/def2-TZVPD",
  "lumo_ev": -14.046,
  "e_homo_ha": -0.62923,
  "homo_lumo_gap_ev": 3.1,
  "charge": 2,
  "max_force_ev_per_a": 0.6,
  "de_lowest_kj_mol": 373.01,
  "e_tot_ha": -366.31770,
  "elements": ["Sn", "O", "H", "H", "O", "H", "H"],
  "positions_angstrom": [[-19.52, 7.97, 24.24], [-23.65, 7.35, 27.37], [-23.51, 7.55, 28.29], [-24.25, 6.61, 27.37], [-23.64, 11.09, 23.16], [-24.32, 11.01, 23.83], [-24.12, 11.17, 22.34]]
}


No. 4
{
  "formula": "C17H26IN2O11P3S",
  "method": "wB97M-V/def2-TZVPD",
  "lumo_ev": -0.839,
  "smiles": "O=C(I)Cc1cnc2cc(PP(=O)(O)O)c(CCCCS(=O)(=O)O)cc2n1.COP(=O)(OC)OC",
  "e_homo_ha": -0.32519,
  "homo_lumo_gap_ev": 8.0,
  "charge": 0,
  "max_force_ev_per_a": 4.2,
  "e_tot_ha": -3320.55523,
  "elements": ["O", "C", "I", "C", "C", "C", "N", "C", "C", "C", "P", "P", "O", "O", "O", "C", "C", "C", "C", "C", "S", "O", "O", "O", "C", "C", "N", "H", "H", "H", "H", "H", "H", "H", "H", "H", "H", "H", "H", "H", "H", "H", "H", "H", "C", "O", "P", "O", "O", "C", "O", "C", "H", "H", "H", "H", "H", "H", "H", "H", "H"],
  "positions_angstrom": [[6.42, -3.37, 2.07], [5.81, -3.23, 3.09], [6.95, -2.58, 4.83], [4.28, -3.56, 3.11], [3.37, -2.35, 2.64], [3.78, -0.94, 2.92], [3.07, 0.17, 2.60], [1.89, -0.20, 1.97], [0.94, 0.91, 1.58], [-0.33, 0.66, 0.90], [-1.54, 2.02, 0.44], [-2.68, 2.30, 2.30], [-2.70, 0.95, 2.95], [-4.24, 2.79, 2.00], [-1.82, 3.37, 3.26], [-0.73, -0.77, 0.54], [-2.10, -0.99, -0.18], [-2.28, -2.45, -0.79], [-2.81, -3.40, 0.39], [-4.38, -3.62, 0.30], [-5.30, -2.41, 1.37], [-4.59, -2.19, 2.63], [-5.44, -1.12, 0.68], [-6.76, -3.07, 1.77], [0.17, -1.83, 0.92], [1.47, -1.57, 1.65], [2.23, -2.69, 1.99], [4.10, -4.38, 2.35], [3.93, -3.99, 4.10], [4.75, -0.79, 3.46], [1.16, 1.99, 1.81], [-0.81, 3.23, 0.14], [-4.80, 2.27, 2.62], [-1.40, 2.79, 3.93], [-2.28, -0.26, -1.02], [-2.90, -0.86, 0.61], [-1.33, -2.81, -1.25], [-3.12, -2.36, -1.54], [-2.49, -3.04, 1.41], [-2.34, -4.42, 0.21], [-4.78, -3.45, -0.74], [-4.67, -4.65, 0.66], [-7.48, -2.44, 1.56], [-0.13, -2.88, 0.70], [2.81, 3.74, -6.02], [2.33, 2.77, -5.11], [1.72, 3.25, -3.71], [2.04, 4.63, -3.32], [2.23, 2.13, -2.70], [3.64, 1.96, -2.59], [0.17, 2.91, -3.86], [-0.78, 3.85, -3.37], [3.90, 3.73, -6.01], [2.47, 3.49, -7.02], [2.46, 4.75, -5.78], [4.15, 2.93, -2.59], [4.00, 1.36, -3.42], [3.85, 1.45, -1.65], [-0.98, 4.60, -4.14], [-0.43, 4.34, -2.46], [-1.71, 3.32, -3.15]]
}


No. 5
{
  "formula": "C5H9NS2",
  "method": "wB97M-V/def2-TZVPD",
  "lumo_ev": 0.764,
  "e_homo_ha": -0.26799,
  "homo_lumo_gap_ev": 8.1,
  "charge": 0,
  "max_force_ev_per_a": 4.3,
  "de_lowest_kj_mol": 367.73,
  "e_tot_ha": -1046.90826,
  "elements": ["C", "C", "C", "C", "C", "N", "S", "S", "H", "H", "H", "H", "H", "H", "H", "H", "H"],
  "positions_angstrom": [[-0.08, -1.19, 0.75], [-1.34, 1.35, -1.42], [-0.16, 1.69, -0.57], [0.40, -0.65, -1.38], [1.23, -1.15, 1.50], [-1.28, -1.33, 0.77], [-1.04, -0.28, -2.25], [1.32, 0.87, -1.26], [-2.31, 1.22, -0.74], [-1.53, 2.22, -2.16], [-0.24, 2.82, -0.61], [-0.10, 1.29, 0.51], [1.22, -1.28, -1.84], [1.98, -0.69, 0.88], [1.44, -2.22, 1.76], [1.02, -0.57, 2.49], [-1.82, -1.58, 1.55]]
}


No. 6
{
  "formula": "H8N3O13Zn",
  "method": "wB97M-V/def2-TZVPD",
  "lumo_ev": -2.456,
  "e_homo_ha": -0.20655,
  "homo_lumo_gap_ev": 3.2,
  "charge": -1,
  "max_force_ev_per_a": 3.8,
  "e_tot_ha": -2926.02767,
  "elements": ["Zn", "N", "O", "O", "O", "N", "O", "O", "O", "N", "O", "O", "O", "O", "H", "H", "O", "H", "H", "O", "H", "H", "O", "H", "H"],
  "positions_angstrom": [[0.05, 0.48, -0.03], [-0.38, -3.13, -2.03], [0.18, -2.28, -1.31], [-0.47, -4.28, -1.63], [-0.97, -2.82, -3.01], [-0.28, 4.70, 1.62], [0.29, 5.66, 1.16], [-0.01, 3.58, 1.21], [-1.07, 4.80, 2.58], [-3.68, -1.27, 0.98], [-4.30, -1.23, -0.07], [-4.19, -1.90, 1.94], [-2.60, -0.71, 1.08], [-1.25, 1.77, -2.27], [-0.75, 1.72, -3.08], [-1.94, 2.41, -2.45], [1.63, -0.07, 2.38], [1.33, -0.54, 3.15], [2.57, 0.05, 2.52], [2.95, -3.70, 0.87], [2.29, -3.05, 0.63], [2.45, -4.50, 1.02], [2.51, 1.49, -1.43], [2.30, 1.80, -2.31], [3.34, 1.01, -1.54]]
}